Below is C28H39MnN7O3S as an isolated structure, with properties calculated with the ωB97M-V functional and the def2-TZVPD basis.

```
79
Properties=species:S:1:pos:R:3:forces:R:3:mulliken_charge:R:1
Mn 0.46626 0.13776 -0.52250 0.3 -0.2 -0.6 0.8832
C -3.55085 0.71430 3.02134 -0.1 0.0 -0.1 -0.9202
N -3.17233 0.35941 1.65344 0.0 0.0 0.0 0.1149
C -3.99487 -0.63671 0.97985 0.0 0.1 0.1 -1.3768
C -2.01751 0.72139 1.10538 -0.2 0.0 -0.1 0.9367
O -1.61591 0.26579 0.02059 0.0 -0.1 0.4 -0.2804
C -1.19328 1.78422 1.80937 0.0 -0.1 -0.1 -1.5398
O -0.08585 2.08110 0.99988 0.1 0.2 0.2 -0.2082
C -0.12229 3.28200 0.26734 -0.1 -0.1 -0.1 -1.1564
C 0.10663 2.97679 -1.20888 -0.1 0.0 -0.1 0.6442
O 0.08136 1.80198 -1.61712 0.2 0.3 0.0 -0.4284
N 0.30635 4.00296 -2.02584 -0.1 0.2 0.0 0.1083
C 0.58738 3.78909 -3.44272 0.0 0.0 0.0 -0.9759
C 0.28557 5.39846 -1.58100 0.1 -0.1 -0.1 -0.9690
H -4.63294 0.81282 3.06739 0.0 0.0 0.0 0.3046
H -3.11972 1.66297 3.32442 0.0 0.0 0.0 0.3968
H -3.23813 -0.05707 3.72697 0.0 0.0 0.0 0.3044
H -5.03789 -0.44629 1.22202 0.0 0.0 0.0 0.4042
H -3.72716 -1.63799 1.30929 0.0 -0.1 0.0 0.4951
H -3.85418 -0.56036 -0.09350 0.0 0.0 0.0 0.2693
H -0.83925 1.41302 2.77345 0.1 0.0 0.0 0.4146
H -1.80208 2.67196 1.99237 0.0 0.0 0.0 0.6149
H 0.64049 3.96286 0.64923 0.0 0.0 0.0 0.5618
H -1.09576 3.77038 0.36813 0.0 0.1 0.0 0.6487
H 0.53481 2.72970 -3.66857 0.0 0.0 0.0 0.2212
H 1.58292 4.16801 -3.67599 0.0 0.0 0.0 0.3656
H -0.14506 4.32732 -4.04296 0.0 0.0 0.0 0.3526
H -0.29722 5.52584 -0.67610 0.0 0.0 0.0 0.4035
H -0.17908 6.00353 -2.35630 0.0 0.0 0.0 0.3246
H 1.29760 5.76863 -1.41289 0.0 0.0 0.0 0.3071
C -2.03360 -1.85130 -3.44563 0.0 0.0 0.1 -1.5623
C -1.28611 -1.74981 -4.60635 0.0 0.0 -0.1 -0.6101
C 0.00885 -1.26522 -4.53284 0.0 -0.1 -0.1 -1.0166
C 0.52096 -0.90565 -3.29906 0.4 0.0 0.0 0.7109
N -0.19692 -1.00212 -2.17681 -0.6 0.2 0.4 0.4751
C -1.45067 -1.45714 -2.25521 0.0 -0.1 -0.2 0.2206
C 1.88884 -0.36476 -3.10578 -0.2 -0.1 -0.1 0.7119
C 2.87289 -0.37636 -4.07813 0.1 0.0 -0.1 -0.9480
C 4.10253 0.18496 -3.77598 0.1 0.0 -0.1 -0.9081
C 4.31649 0.72879 -2.52154 0.0 0.0 -0.1 -1.0613
C 3.28338 0.68370 -1.59728 0.1 0.1 0.1 1.0074
N 2.10473 0.14471 -1.89535 -0.2 -0.3 0.5 0.5430
C 3.38655 1.18239 -0.20344 0.0 -0.2 -0.3 0.1988
C 4.48102 1.88794 0.26867 0.1 0.0 0.0 -1.0831
C 4.51960 2.24501 1.60510 0.1 0.0 0.0 -0.6412
C 3.46621 1.87758 2.42524 0.0 0.0 0.0 -1.2228
C 2.40081 1.19792 1.86382 0.1 -0.1 -0.1 0.0628
N 2.34558 0.86260 0.57044 -0.3 0.2 0.4 0.6625
H -3.05139 -2.21548 -3.45789 0.0 0.0 0.0 0.4997
H -1.70542 -2.03875 -5.56101 0.0 0.0 0.0 0.4618
H 0.60417 -1.15941 -5.42806 0.0 0.0 0.0 0.4054
H -2.00322 -1.48001 -1.32615 0.0 0.1 0.0 0.5163
H 2.69812 -0.82750 -5.04373 0.0 0.0 0.0 0.4483
H 4.89366 0.19242 -4.51381 0.0 0.0 0.0 0.4744
H 5.27662 1.15444 -2.26923 0.0 0.0 0.0 0.4106
H 5.29534 2.15418 -0.38989 0.0 0.0 0.0 0.4192
H 5.36694 2.78998 2.00013 0.0 0.0 0.0 0.4732
H 3.46356 2.11190 3.48062 0.0 0.0 0.0 0.4747
H 1.55946 0.89501 2.46911 0.0 0.0 0.0 0.3382
C -0.02951 -2.23349 4.80617 0.0 0.1 0.0 -0.6702
C 0.63958 -3.21934 3.86559 -0.1 0.0 -0.1 -0.7720
N -0.21754 -3.57306 2.72770 0.0 0.0 0.2 -0.0801
C -0.30590 -2.90353 1.58221 0.1 -0.1 -0.4 0.6527
S 0.69980 -1.54631 1.29589 0.1 0.1 0.1 -0.4444
N -1.14245 -3.38087 0.64610 -0.2 0.2 0.1 -0.0101
C -1.88075 -4.64612 0.72478 0.2 0.0 -0.1 -0.8666
C -3.16669 -4.59812 1.53715 0.0 0.1 0.1 -1.0283
H 0.63824 -1.99030 5.63304 0.0 0.0 0.0 0.3822
H -0.94737 -2.64696 5.22782 0.0 0.0 0.0 0.3359
H -0.27121 -1.30937 4.27654 0.0 0.0 0.0 -0.0249
H 0.87306 -4.15185 4.37689 0.0 0.0 0.0 0.4205
H 1.56941 -2.81621 3.47090 0.0 0.0 0.0 0.3604
H -0.81993 -4.37074 2.84892 0.0 0.0 0.0 0.2010
H -1.12924 -2.87492 -0.22244 0.1 -0.1 0.0 0.0046
H -1.20447 -5.41274 1.11161 0.0 0.0 0.0 0.4264
H -2.09883 -4.93652 -0.30150 0.0 0.0 0.0 0.4252
H -3.01232 -4.17245 2.53118 0.0 0.0 0.0 0.3128
H -3.56397 -5.60518 1.66274 0.0 0.0 0.0 0.3824
H -3.92696 -4.00575 1.03264 0.0 0.1 0.0 0.3102
```
Forces are in eV/Å.

Max |F| = 0.8 eV/A
Kohn-Sham gap (alpha / beta) = 7.98 / 7.68 eV
Spin multiplicity = 2
HOMO (alpha / beta) = -13.1 / -12.7 eV
Expectation value of S² = 1.012
Total energy = -3248.19101 Eh
Net charge = +2
Relative energy (zero: lowest compared OMol25 entry of this formula, charge and spin) = 11.0 kJ/mol